DFT (wB97M-V/def2-TZVPD) results for a molecular structure, C32H62AsN4O4PdSSi3 at a distorted geometry.

Its orbital gap (alpha / beta) is 4.655 / 6.797 eV. As for the expectation value of S²: 2.008. As for the lowest unoccupied orbital energy (alpha / beta): -0.1068 / -0.1206 Eh. The relative energy (zero: lowest compared OMol25 entry of this formula, charge and spin) comes out at 2.1873 eV. The calculated total energy comes out at -5406.5421 a.u.

ORCA input file:
```
! RIJCOSX wB97M-V def2-TZVPD def2/J DEFGRID3
* xyz 1 3
Pd 12.708 13.442 9.830
C 14.896 15.043 8.364
N 14.292 14.952 9.775
C 13.763 16.286 10.112
C 15.363 14.543 10.735
C 14.614 13.983 11.891
C 15.088 14.190 13.200
C 14.460 13.626 14.310
C 13.214 13.128 14.136
C 12.623 13.036 12.795
C 13.328 13.455 11.699
H 15.864 15.556 8.470
H 14.223 15.584 7.669
H 15.059 14.021 8.083
H 14.482 16.989 9.690
H 13.637 16.388 11.158
H 12.838 16.357 9.564
H 15.992 15.410 11.005
H 16.035 13.782 10.306
H 16.076 14.666 13.269
H 14.997 13.628 15.255
H 12.636 12.694 14.928
H 11.606 12.706 12.696
C 12.998 21.615 11.211
C 12.150 21.158 10.043
C 10.762 21.468 9.988
C 10.005 20.860 8.976
C 10.620 20.033 8.003
C 12.016 19.857 7.988
C 12.743 20.396 9.022
S 9.560 18.865 7.133
O 9.505 19.084 5.702
O 8.318 18.888 7.891
N 10.289 17.425 7.316
C 10.921 16.670 6.262
C 10.775 15.156 6.459
C 11.069 14.762 7.899
O 12.171 14.027 7.952
O 10.311 15.097 8.875
H 13.655 20.894 11.654
H 12.360 21.968 11.990
H 13.712 22.448 10.897
H 10.290 22.262 10.652
H 8.913 20.927 8.979
H 12.441 19.406 7.077
H 13.792 20.267 9.111
H 10.271 17.025 8.253
H 11.936 17.006 6.225
H 10.562 16.993 5.273
H 11.335 14.571 5.811
H 9.727 14.989 6.198
N 4.610 17.504 11.742
C 5.266 16.155 11.656
C 6.304 16.182 10.539
N 7.245 17.280 10.497
C 6.571 18.598 10.735
C 5.636 18.630 11.899
H 3.989 17.555 12.594
H 3.952 17.733 10.924
H 4.492 15.353 11.550
H 5.675 15.968 12.674
H 5.713 16.275 9.630
H 6.807 15.249 10.554
H 7.753 17.303 9.622
H 6.058 18.849 9.730
H 7.349 19.311 10.929
H 5.150 19.569 11.921
H 6.094 18.572 12.836
C 9.030 11.980 10.099
Si 9.829 10.764 8.892
C 9.397 9.010 9.427
C 9.111 11.213 7.203
As 12.074 11.069 9.306
Si 13.394 10.028 7.419
C 15.081 9.552 8.031
C 13.521 11.371 6.045
C 12.515 8.477 6.764
Si 12.947 9.513 11.013
C 13.097 7.702 10.602
C 11.799 9.746 12.469
C 14.703 10.118 11.401
H 8.005 11.571 10.140
H 9.070 12.999 9.621
H 9.569 12.016 11.083
H 10.103 8.324 8.994
H 8.355 8.696 9.113
H 9.470 8.958 10.565
H 8.094 10.703 7.073
H 9.686 11.021 6.294
H 8.950 12.274 7.234
H 15.903 9.699 7.344
H 14.924 8.461 8.238
H 15.226 10.131 8.930
H 12.532 11.785 5.795
H 13.746 10.846 5.139
H 14.225 12.181 6.195
H 11.744 8.081 7.433
H 13.181 7.688 6.430
H 12.027 8.744 5.813
H 12.073 7.223 10.611
H 13.745 7.237 11.409
H 13.571 7.511 9.652
H 10.908 9.102 12.331
H 11.387 10.731 12.590
H 12.288 9.360 13.401
H 14.999 9.960 12.448
H 14.716 11.175 11.240
H 15.382 9.656 10.727
*
```

***

DFT (wB97M-V/def2-TZVPD) results for 2 unconnected molecules or ions with the total composition C2H4ClN at a distorted geometry.

Its orbital gap (alpha / beta) is 9.188 / 10.387 eV. As for the expectation value of S²: 2.014. As for the lowest unoccupied orbital energy (alpha / beta): 0.0351 / -0.0360 Eh. The relative energy (zero: lowest compared OMol25 entry of this formula, charge and spin) comes out at 0.4161 eV. The calculated total energy comes out at -593.3765 a.u.

ORCA input file:
```
! RIJCOSX wB97M-V def2-TZVPD def2/J DEFGRID3
* xyz 0 3
C 0.212 0.455 1.509
C -0.351 -0.579 -1.336
N -0.749 -0.256 1.438
Cl 1.045 0.452 -1.511
H 0.573 0.953 2.361
H 0.933 0.514 0.656
H -1.195 0.052 -1.469
H -0.468 -1.590 -1.648
*
```

***

DFT (wB97M-V/def2-TZVPD) results for a molecular structure, C33H35N15O6PSc at a distorted geometry.

Its orbital gap is 5.526 eV. As for the lowest unoccupied orbital energy: -0.0394 Eh. The relative energy (zero: lowest compared OMol25 entry of this formula, charge and spin) comes out at 6.8165 eV. The calculated total energy comes out at -3653.1901 a.u.

ORCA input file:
```
! RIJCOSX wB97M-V def2-TZVPD def2/J DEFGRID3
* xyz 0 1
Sc -0.763 0.256 1.115
N -0.001 -0.407 -2.174
C 1.077 0.457 -1.601
C 2.478 -0.106 -1.776
C 3.359 0.510 -0.662
N 3.082 -0.072 0.658
C 3.180 2.036 -0.601
C 1.725 2.520 -0.583
N 0.995 2.141 0.677
C 1.031 1.951 -1.837
H -0.094 -1.183 -1.465
H 0.187 -0.773 -3.103
H -0.924 0.046 -2.163
H 0.883 0.351 -0.546
H 2.874 0.150 -2.764
H 2.484 -1.194 -1.669
H 4.402 0.317 -0.918
H 3.895 -0.548 1.023
H 2.298 -0.731 0.647
H 3.645 2.492 -1.481
H 3.717 2.403 0.276
H 1.740 3.610 -0.655
H 0.415 2.920 0.972
H 1.684 1.977 1.407
H 1.597 2.250 -2.722
H 0.017 2.322 -1.925
N -3.740 -2.166 2.948
C -2.716 -1.365 3.436
N -2.386 -1.210 4.708
N -1.313 -0.406 4.693
N -1.075 -0.029 3.482
N -1.949 -0.623 2.655
C -4.000 -2.272 1.610
N -5.146 -2.565 1.129
N -3.667 -2.245 -0.699
N -2.964 -1.085 -1.274
N -2.570 -0.742 0.131
H -4.493 -2.385 3.582
N 0.253 -1.336 0.543
P -0.186 -2.790 1.001
C 0.789 -4.091 0.169
C 0.714 -4.126 -1.226
C 1.437 -5.053 -1.954
C 2.245 -5.973 -1.291
C 2.313 -5.959 0.091
C 1.586 -5.022 0.821
C 0.217 -3.051 2.757
C -0.572 -3.884 3.543
C -0.240 -4.116 4.871
C 0.884 -3.518 5.418
C 1.676 -2.683 4.642
C 1.344 -2.451 3.317
C -1.832 -3.166 0.638
C -2.278 -4.454 0.215
C -3.418 -4.690 -0.483
C -4.173 -3.560 -1.057
C -5.048 -2.562 -0.300
C -2.887 -2.130 0.557
H 0.038 -3.448 -1.741
H 1.361 -5.076 -3.034
H 2.808 -6.705 -1.856
H 2.930 -6.681 0.611
H 1.647 -5.022 1.902
H -1.460 -4.333 3.111
H -0.870 -4.749 5.482
H 1.134 -3.688 6.458
H 2.544 -2.201 5.076
H 1.946 -1.782 2.713
H -1.648 -5.309 0.444
H -3.694 -5.688 -0.791
H -4.446 -3.628 -2.106
H -5.847 -2.082 -0.850
H -3.318 -0.153 0.514
O -2.087 2.135 1.383
C -2.258 2.245 0.145
O -1.576 1.570 -0.675
C -3.304 3.177 -0.382
C -3.985 4.018 0.489
C -4.949 4.862 -0.028
C -5.271 4.898 -1.371
C -4.575 4.042 -2.201
C -3.599 3.181 -1.738
N -4.890 4.050 -3.645
O -4.190 3.373 -4.369
O -5.766 4.800 -4.019
N -5.673 5.768 0.890
O -5.303 5.790 2.044
O -6.448 6.554 0.389
H -3.768 4.003 1.547
H -6.031 5.562 -1.752
H -3.087 2.513 -2.414
*
```

***

Molar mass list, top to bottom, in g mol⁻¹: 864.54, 77.51, 813.67